Formula: C24H43NP2V
Source: the OMol25 dataset
Level of theory: ωB97M-V/def2-TZVPD

Multiplicity ... 2
Energy relative to the best compared isomer or geometry (same formula, charge and spin) ... 40.5 kcal per mole
Highest occupied orbital energy (alpha / beta) ... -12.4 / -12.4 eV
Frontier orbital gap (alpha / beta) ... 4.9 / 4.7 eV
Expectation value of S² ... 0.7680
Charge ... +2

Atoms and positions in Å:
P: 3.57 1.75 -1.63
P: 0.45 2.08 -3.88
C: 3.22 1.52 -3.41
C: 2.26 2.55 -3.98
H: 2.84 0.50 -3.56
H: 4.21 1.64 -3.86
H: 2.33 3.52 -3.44
H: 2.47 2.70 -5.05
C: 0.19 2.12 -5.75
H: -0.85 1.94 -6.07
H: 0.80 1.40 -6.31
H: 0.44 3.11 -6.18
C: -0.41 3.64 -3.60
H: -0.04 4.36 -4.35
H: -0.11 3.99 -2.60
H: -1.49 3.55 -3.68
C: 4.81 0.41 -1.47
H: 5.15 0.23 -0.44
H: 5.66 0.73 -2.09
H: 4.39 -0.52 -1.88
C: 4.49 3.35 -1.46
H: 3.84 4.23 -1.58
H: 5.30 3.38 -2.21
H: 4.94 3.38 -0.45
V: 1.59 2.12 -0.92
C: -3.76 0.47 -5.07
C: -3.49 -0.59 -5.84
C: -2.93 -1.91 -5.32
C: -1.72 -1.90 -4.30
C: -0.84 -0.72 -4.43
C: -0.99 0.38 -3.63
C: -2.25 0.74 -2.89
C: -3.58 0.37 -3.54
C: 2.64 1.98 0.97
H: -4.24 1.38 -5.47
H: -3.67 -0.61 -6.93
H: -2.53 -2.40 -6.22
H: -3.68 -2.54 -4.81
H: -2.03 -1.94 -3.24
H: -1.12 -2.81 -4.48
H: 0.00 -0.78 -5.14
H: -0.19 0.24 -2.82
H: -2.21 1.82 -2.66
H: -2.19 0.24 -1.89
H: -3.74 -0.70 -3.28
H: -4.38 0.96 -3.05
H: 2.26 2.76 1.68
H: 3.75 2.12 0.86
H: 2.47 0.96 1.40
C: -2.74 0.59 2.55
N: -1.37 0.57 2.16
C: -0.50 -0.17 3.02
C: -0.94 1.04 0.85
C: -0.25 -0.07 0.13
C: -0.90 -1.31 0.00
C: -0.17 -2.39 -0.52
C: 1.18 -2.23 -0.87
C: 1.78 -0.97 -0.77
C: 1.03 0.14 -0.41
H: -2.78 0.75 3.64
H: -3.23 -0.38 2.35
H: -3.28 1.38 2.01
H: -0.53 -1.26 2.82
H: 0.55 0.15 2.94
H: -0.86 -0.02 4.05
H: -1.83 1.35 0.28
H: -0.31 1.95 0.99
H: -1.96 -1.47 0.28
H: -0.63 -3.38 -0.59
H: 1.74 -3.08 -1.28
H: 2.84 -0.83 -1.00